Record 1
This record from the Open Molecules 2025 dataset describes one molecule with the formula C7H5NO2S at a distorted geometry. The level of theory is the ωB97M-V functional and the def2-TZVPD basis.

Cartesian coordinates (Å):
C -0.637 1.563 0.276
C 0.363 0.738 0.312
C -1.721 0.948 -0.510
C 0.177 -0.438 -0.428
C -1.181 -0.394 -0.984
C -2.163 -1.271 -1.165
C 1.035 -1.493 -0.134
N 0.555 -2.819 -0.103
O 2.222 -1.206 0.078
O -3.351 -0.768 1.075
S -3.242 -0.321 -0.280
H -0.788 2.454 0.668
H 1.185 0.747 0.957
H -2.284 1.723 -1.236
H -0.362 -3.042 -0.005
H 1.171 -3.639 0.232

Calculated values
**ΔE to the lowest compared entry with this formula, charge and spin**: 5.911 eV
**Net charge**: 0
**HOMO**: -9.037 eV
**LUMO level**: -2.13 eV
**HOMO-LUMO gap**: 6.91 eV

Record 2
This record from the Open Molecules 2025 dataset describes one molecule with the formula C10H17IN4 at a distorted geometry. The level of theory is the ωB97M-V functional and the def2-TZVPD basis.

Cartesian coordinates (Å):
C -1.980 -2.378 1.348
C -2.821 -1.615 2.355
C -2.667 -0.076 2.310
I -4.338 0.785 1.272
C -1.351 0.352 1.714
N -0.296 -0.090 2.370
N 0.889 0.213 1.882
C 0.918 0.936 0.776
C 2.265 1.241 0.218
C 2.281 1.648 -1.240
C 1.823 0.579 -2.279
C 1.767 -0.846 -1.753
C 0.503 0.960 -2.969
N -0.134 1.416 0.151
N -1.324 1.111 0.643
H -0.953 -2.416 1.690
H -2.301 -3.406 1.275
H -1.979 -1.926 0.361
H -2.640 -1.973 3.360
H -3.858 -1.837 2.150
H -2.638 0.296 3.323
H 2.650 2.046 0.840
H 2.910 0.399 0.415
H 1.717 2.554 -1.398
H 3.308 1.907 -1.475
H 2.567 0.595 -3.066
H 0.825 -0.996 -1.232
H 2.557 -1.088 -1.050
H 1.808 -1.577 -2.550
H -0.222 0.153 -2.936
H 0.044 1.816 -2.500
H 0.670 1.219 -4.006

Calculated values
**ΔE to the lowest compared entry with this formula, charge and spin**: 0.302 eV
**Net charge**: 0
**HOMO**: -9.167 eV
**LUMO level**: -0.86 eV
**HOMO-LUMO gap**: 8.30 eV

Record 3
This record from the Open Molecules 2025 dataset describes C34H37MgN6O3P2S as an isolated structure. The level of theory is the ωB97M-V functional and the def2-TZVPD basis.

Cartesian coordinates (Å):
Mg 0.062 -1.355 0.462
O -1.463 -0.203 -0.308
P -1.682 1.221 0.166
C -0.079 2.159 0.102
P 1.131 1.331 -0.938
O 1.367 -0.093 -0.526
C 2.676 2.246 -0.791
C 3.473 1.946 0.315
C 4.669 2.614 0.509
C 5.079 3.580 -0.402
C 4.297 3.872 -1.510
C 3.096 3.206 -1.707
C 0.536 1.458 -2.632
C 0.431 0.274 -3.356
C -0.062 0.300 -4.652
C -0.455 1.502 -5.222
C -0.368 2.683 -4.496
C 0.117 2.661 -3.201
C -2.623 2.018 -1.178
C -3.047 1.275 -2.272
C -3.777 1.884 -3.284
C -4.073 3.237 -3.211
C -3.655 3.984 -2.114
C -2.946 3.371 -1.096
C -2.268 1.437 1.762
C -3.132 0.447 2.353
C -3.541 0.552 3.650
C -3.140 1.634 4.472
C -2.308 2.611 3.909
C -1.880 2.543 2.604
H 0.337 2.218 1.112
H -0.222 3.184 -0.251
H 3.166 1.164 1.001
H 5.287 2.375 1.364
H 6.018 4.097 -0.252
H 4.624 4.614 -2.226
H 2.502 3.426 -2.584
H 0.715 -0.658 -2.885
H -0.146 -0.622 -5.213
H -0.845 1.519 -6.232
H -0.701 3.616 -4.931
H 0.156 3.585 -2.636
H -2.790 0.225 -2.324
H -4.106 1.300 -4.135
H -4.638 3.712 -4.004
H -3.899 5.036 -2.048
H -2.658 3.945 -0.220
H -3.426 -0.411 1.759
H -4.183 -0.220 4.058
H -3.490 1.717 5.491
H -2.005 3.465 4.507
H -1.268 3.348 2.214
O 0.410 -2.835 -0.911
N 1.670 -3.048 -1.261
C 1.907 -3.276 -2.572
C 3.165 -3.515 -3.050
C 4.224 -3.520 -2.135
C 3.967 -3.292 -0.810
C 2.666 -3.046 -0.325
S 2.320 -2.736 1.310
H 1.011 -3.254 -3.174
H 3.310 -3.691 -4.105
H 5.238 -3.700 -2.469
H 4.762 -3.288 -0.078
C -1.062 -5.620 1.801
N -0.719 -4.664 2.840
C 0.447 -5.068 3.626
C -0.857 -3.333 2.499
N -1.246 -2.872 1.369
N -0.614 -2.478 3.567
C -0.393 -1.114 3.519
N -0.612 -0.490 4.708
N -0.027 -0.517 2.446
H -1.037 -6.619 2.232
H -0.362 -5.582 0.957
H -2.072 -5.434 1.439
H 0.284 -6.085 3.979
H 0.585 -4.435 4.498
H 1.361 -5.026 3.026
H -1.284 -3.600 0.665
H -0.790 -2.873 4.475
H -0.699 -1.000 5.566
H -0.477 0.504 4.770
H 0.059 0.479 2.624

Calculated values
**⟨S²⟩**: 0.765
**ΔE to the lowest compared entry with this formula, charge and spin**: 0.000 eV
**Spin multiplicity**: 2
**Net charge**: 0
**HOMO (spin up / spin down)**: -3.764 / -7.204 eV
**LUMO level (spin up / spin down)**: 0.56 / 0.53 eV
**HOMO-LUMO gap (spin up / spin down)**: 4.32 / 7.73 eV

Record 4
This record from the Open Molecules 2025 dataset describes a 3-piece molecular cluster, C44H44O9P3S overall at a distorted geometry. The level of theory is the ωB97M-V functional and the def2-TZVPD basis.

Cartesian coordinates (Å):
C -1.599 5.334 -0.402
O -0.717 4.958 -1.533
C 0.682 5.368 -1.282
C 1.626 4.371 -2.224
C 0.785 3.108 -2.868
C 1.732 2.005 -3.654
C 1.081 0.507 -3.304
C 1.286 -0.585 -4.522
C 2.123 -1.906 -4.033
P 1.065 -3.288 -3.248
C 2.213 -4.565 -2.414
C 3.524 -5.005 -3.338
O 3.505 -4.980 -4.681
C 4.842 -5.531 -2.449
C 4.471 -6.714 -1.326
C 5.677 -7.270 -0.363
C 7.206 -6.673 -0.545
C 7.590 -5.525 -1.666
C 6.360 -4.934 -2.618
P -0.287 -4.191 -4.761
S 0.321 -5.973 -5.261
P -0.274 -2.556 -1.630
O -1.177 -3.834 -1.238
O 0.690 -2.128 -0.240
O -1.383 -1.324 -2.164
H -1.041 6.024 0.375
H -1.977 4.392 0.223
H -2.558 5.919 -0.801
H 0.884 6.473 -1.618
H 0.995 5.252 -0.145
H 2.140 5.033 -3.074
H 2.488 3.905 -1.562
H -0.011 3.487 -3.653
H 0.256 2.551 -1.971
H 2.849 2.060 -3.308
H 1.595 2.186 -4.804
H -0.078 0.714 -3.142
H 1.533 0.097 -2.302
H 0.285 -0.876 -5.058
H 1.947 -0.031 -5.344
H 2.979 -1.589 -3.276
H 2.671 -2.364 -4.980
H 1.555 -5.469 -2.072
H 2.673 -4.026 -1.454
H 3.364 -7.124 -1.247
H 5.422 -8.091 0.439
H 8.028 -7.110 0.180
H 8.686 -5.123 -1.802
H 6.592 -4.092 -3.412
H -0.505 -3.293 -5.883
H -1.609 -4.371 -4.148
H 0.987 -3.019 0.146
H -2.111 -1.317 -1.464
C -2.578 7.994 5.494
C -2.367 9.061 6.366
C -2.189 10.351 5.862
C -2.210 10.572 4.480
C -2.396 9.501 3.607
C -2.592 8.211 4.115
C -2.370 9.715 2.145
O -2.537 8.776 1.378
C -2.131 11.075 1.623
C -2.046 11.283 0.240
C -1.834 12.568 -0.263
C -1.715 13.649 0.611
C -1.794 13.444 1.989
C -1.992 12.153 2.496
C -2.038 11.942 3.957
O -1.929 12.890 4.725
H -2.726 6.991 5.887
H -2.344 8.890 7.440
H -2.030 11.180 6.550
H -2.752 7.372 3.440
H -2.141 10.445 -0.449
H -1.763 12.726 -1.337
H -1.557 14.651 0.219
H -1.695 14.292 2.665
C -1.608 -4.577 2.809
C -1.488 -4.639 1.421
C -1.601 -5.865 0.764
C -1.825 -7.036 1.499
C -1.921 -6.978 2.888
C -1.824 -5.744 3.545
C -2.107 -8.213 3.677
O -2.195 -8.162 4.898
C -2.176 -9.510 2.975
C -2.294 -10.694 3.714
C -2.374 -11.924 3.057
C -2.346 -11.974 1.664
C -2.222 -10.796 0.925
C -2.128 -9.562 1.583
C -1.962 -8.326 0.794
O -1.932 -8.369 -0.431
H -1.529 -3.621 3.321
H -1.307 -3.731 0.850
H -1.511 -5.905 -0.320
H -1.912 -5.689 4.628
H -2.320 -10.663 4.802
H -2.460 -12.842 3.633
H -2.415 -12.931 1.152
H -2.196 -10.843 -0.162

Calculated values
**Net charge**: +1
**HOMO**: -10.829 eV
**LUMO level**: -4.38 eV
**HOMO-LUMO gap**: 6.45 eV

Record 5
This record from the Open Molecules 2025 dataset describes C2H7N3 as an isolated structure at a distorted geometry. The level of theory is the ωB97M-V functional and the def2-TZVPD basis.

Cartesian coordinates (Å):
C -1.408 -0.200 0.648
N -0.362 0.897 0.287
N 0.008 0.502 -1.020
C 1.368 0.172 -0.190
N 2.045 -0.872 -0.508
H -0.041 1.673 0.859
H -0.157 -0.274 -1.657
H 1.623 -1.341 -1.311
H 1.871 0.872 0.495
H -0.954 -0.719 1.499
H -2.337 0.273 0.968
H -1.656 -0.983 -0.068

Calculated values
**ΔE to the lowest compared entry with this formula, charge and spin**: 6.159 eV
**Net charge**: 0
**HOMO**: -7.673 eV
**LUMO level**: 1.06 eV
**HOMO-LUMO gap**: 8.73 eV

Record 6
This record from the Open Molecules 2025 dataset describes a 14-piece molecular cluster, C48H109N14O14 overall at a distorted geometry. The level of theory is the ωB97M-V functional and the def2-TZVPD basis.

Cartesian coordinates (Å):
C -2.474 1.635 -0.845
C -1.460 0.522 -0.555
C -1.685 -0.549 -1.627
C -0.580 -1.555 -1.842
C 0.800 -0.884 -1.963
C 1.046 0.083 -0.803
N -0.066 1.011 -0.612
O 0.325 2.085 0.223
C 2.333 0.848 -1.150
C 1.411 -0.734 0.426
C -1.818 0.005 0.852
H -3.406 1.298 -1.302
H -1.999 2.322 -1.552
H -2.734 2.232 0.029
H -2.069 -0.155 -2.575
H -2.580 -1.156 -1.414
H -0.821 -2.164 -2.723
H -0.492 -2.327 -1.067
H 0.799 -0.488 -2.981
H 1.394 -1.801 -1.920
H 2.501 1.692 -0.487
H 2.122 1.294 -2.130
H 3.188 0.180 -1.266
H 1.415 -0.160 1.354
H 2.288 -1.361 0.263
H 0.662 -1.509 0.639
H -1.894 0.807 1.586
H -1.089 -0.737 1.181
H -2.790 -0.502 0.859
C 4.325 -0.922 2.306
C 5.027 -2.243 2.374
O 4.420 -3.272 2.637
N 6.367 -2.254 2.168
C 7.247 -3.377 2.440
H 3.256 -0.970 2.501
H 4.292 -0.420 1.333
H 4.840 -0.263 3.009
H 6.803 -1.396 1.864
H 7.929 -3.557 1.611
H 6.585 -4.231 2.587
H 7.786 -3.213 3.374
C 3.884 3.799 -1.471
C 4.106 5.296 -1.690
O 4.260 5.810 -2.797
N 4.141 6.101 -0.612
C 3.822 5.680 0.748
H 4.364 3.182 -0.710
H 4.243 3.273 -2.355
H 2.812 3.754 -1.269
H 4.349 7.066 -0.801
H 2.743 5.780 0.883
H 4.195 6.412 1.471
H 4.274 4.753 1.091
C 0.810 -5.305 -2.759
C 0.419 -6.002 -4.043
O 1.264 -6.252 -4.896
N -0.875 -6.337 -4.126
C -1.507 -6.939 -5.281
H 1.892 -5.336 -2.645
H 0.406 -5.689 -1.822
H 0.543 -4.252 -2.889
H -1.417 -6.183 -3.292
H -0.846 -6.818 -6.136
H -2.437 -6.411 -5.486
H -1.600 -7.995 -5.027
C -3.377 0.190 5.610
C -3.766 1.104 4.460
O -4.861 0.931 3.915
N -2.831 1.991 4.052
C -3.012 3.106 3.153
H -2.338 0.315 5.922
H -3.688 -0.805 5.288
H -3.852 0.220 6.597
H -1.882 1.719 4.281
H -4.043 3.348 2.950
H -2.508 2.971 2.191
H -2.502 3.964 3.596
C -0.203 5.045 1.710
C 0.430 5.726 0.503
O 0.853 6.886 0.539
N 0.398 5.012 -0.628
C 0.871 5.495 -1.907
H 0.460 4.260 2.066
H -1.238 4.786 1.488
H -0.357 5.770 2.512
H 0.265 4.009 -0.489
H 0.082 5.480 -2.662
H 1.571 4.756 -2.308
H 1.407 6.436 -1.872
C -3.350 4.115 -4.501
C -4.546 3.793 -5.366
O -5.632 3.503 -4.900
N -4.425 3.954 -6.723
C -5.300 3.248 -7.639
H -2.804 4.896 -5.039
H -2.829 3.200 -4.233
H -3.630 4.672 -3.608
H -3.590 4.202 -7.224
H -5.591 2.241 -7.336
H -4.747 3.146 -8.573
H -6.216 3.821 -7.804
C 0.179 -1.102 3.348
C 0.154 -2.478 2.743
O 1.154 -3.159 2.578
N -1.073 -2.923 2.337
C -1.163 -4.054 1.445
H -0.152 -1.072 4.387
H -0.559 -0.483 2.827
H 1.125 -0.589 3.196
H -1.857 -2.781 2.952
H -2.190 -4.424 1.513
H -0.607 -4.978 1.629
H -0.896 -3.754 0.429
C 1.990 2.031 5.669
C 1.052 1.810 4.513
O -0.146 1.604 4.758
N 1.457 1.946 3.261
C 2.776 2.377 2.819
H 2.387 3.049 5.688
H 2.773 1.273 5.635
H 1.469 2.015 6.623
H 0.832 1.772 2.471
H 3.467 2.570 3.640
H 2.588 3.366 2.392
H 3.332 1.757 2.118
C -4.237 -3.079 -4.269
C -3.179 -2.901 -5.343
O -3.389 -2.096 -6.242
N -2.016 -3.552 -5.190
C -0.883 -3.486 -6.098
H -4.557 -4.124 -4.245
H -5.088 -2.489 -4.599
H -3.914 -2.742 -3.286
H -1.879 -4.205 -4.436
H -0.280 -4.391 -6.129
H -0.186 -2.725 -5.730
H -1.215 -3.128 -7.070
C -4.210 -4.353 4.684
C -3.800 -2.989 4.160
O -3.015 -2.282 4.773
N -4.335 -2.644 2.967
C -4.056 -1.414 2.238
H -3.752 -4.611 5.633
H -4.050 -5.204 4.017
H -5.302 -4.332 4.756
H -4.895 -3.370 2.550
H -3.952 -1.517 1.161
H -3.134 -0.974 2.615
H -4.829 -0.666 2.427
C 3.836 -7.254 0.342
C 3.426 -5.805 0.459
O 2.835 -5.380 1.437
N 3.644 -4.937 -0.556
C 3.047 -3.617 -0.501
H 4.925 -7.148 0.381
H 3.535 -7.660 -0.631
H 3.367 -7.961 1.016
H 4.364 -5.199 -1.208
H 3.424 -3.038 0.340
H 1.961 -3.570 -0.534
H 3.455 -3.141 -1.397
C 6.588 0.571 -2.352
C 6.804 1.210 -0.974
O 6.939 0.495 0.018
N 6.900 2.537 -0.904
C 7.143 3.215 0.345
H 7.277 -0.112 -2.844
H 6.444 1.391 -3.064
H 5.642 0.030 -2.302
H 7.070 3.053 -1.752
H 8.037 2.797 0.815
H 6.298 3.043 1.014
H 7.322 4.284 0.259
C -5.856 1.664 0.809
C -6.752 2.702 1.476
O -7.605 3.235 0.771
N -6.558 2.962 2.784
C -7.569 3.816 3.420
H -5.251 1.969 -0.039
H -6.496 0.879 0.401
H -5.276 1.235 1.631
H -5.691 2.618 3.172
H -8.486 3.230 3.449
H -7.642 4.820 3.015
H -7.307 3.859 4.480

Calculated values
**ΔE to the lowest compared entry with this formula, charge and spin**: 2.718 eV
**Net charge**: -1
**HOMO**: -3.296 eV
**LUMO level**: 1.72 eV
**HOMO-LUMO gap**: 5.01 eV

Number 1: molecular weight 167.2 g mol⁻¹, DFT total energy -23753.4060 eV. Number 2: molecular weight 320.2 g mol⁻¹, DFT total energy -24704.5924 eV. Number 3: molecular weight 696.0 g mol⁻¹, DFT total energy -85804.5307 eV. Number 4: molecular weight 841.8 g mol⁻¹, DFT total energy -103451.9605 eV. Number 5: molecular weight 73.1 g mol⁻¹, DFT total energy -6651.7968 eV. Number 6: molecular weight 1106.5 g mol⁻¹, DFT total energy -101072.4796 eV.